No. 1
Formula: C45H39ClF8IN7O12
Source: OMol25
Level of theory: ωB97M-V with the def2-TZVPD basis set

CARTESIAN COORDINATES (ANGSTROEM)
N 1.426 -2.609 -0.454
C 0.008 -2.088 -0.285
C -0.271 -1.471 1.245
O -0.110 -2.482 2.311
C -1.017 -3.621 2.158
I -1.631 -4.161 4.236
C -0.297 -4.996 1.569
C -0.979 -5.496 0.126
O -0.231 -5.822 -0.941
Cl -2.842 -5.591 -0.135
C -1.612 -0.548 1.356
N -2.856 -1.070 0.702
C -4.055 -1.122 1.623
F -3.890 -1.971 2.825
F -4.297 0.268 2.105
C -5.453 -1.627 0.887
C -5.980 -0.962 -0.522
C -7.410 -1.465 -1.200
C -8.303 -2.655 -0.454
C -7.772 -3.327 0.954
C -8.642 -4.481 1.753
F -9.850 -3.763 2.306
F -9.164 -5.521 0.834
F -7.941 -5.050 2.941
C -6.332 -2.819 1.634
C -1.416 1.016 0.833
F -0.222 1.223 -0.015
F -1.456 1.946 2.011
F -2.599 1.418 -0.016
H 1.557 -3.558 -0.040
H 2.141 -1.922 -0.115
H -0.068 -1.134 -0.999
H -0.830 -2.821 -0.643
H 0.647 -0.720 1.404
H -2.021 -3.405 1.601
H -0.523 -5.894 2.323
H 0.876 -4.924 1.516
H -1.855 -0.449 2.521
H -2.727 -1.943 0.152
H -5.346 -0.130 -1.055
H -7.829 -0.986 -2.187
H -9.333 -3.040 -0.869
H -6.031 -3.359 2.627
C 0.624 5.595 -0.357
C 1.684 6.424 0.016
C 2.875 5.867 0.486
C 2.996 4.474 0.575
C 1.931 3.640 0.209
C 0.744 4.208 -0.257
N 4.255 3.882 1.045
O 5.167 4.654 1.377
O 4.335 2.646 1.077
H -0.301 6.033 -0.728
H 1.582 7.504 -0.063
H 3.691 6.527 0.773
H 2.010 2.557 0.277
H -0.087 3.569 -0.547
C 10.735 4.143 1.399
C 9.340 4.126 1.432
C 8.614 5.170 0.856
C 9.298 6.229 0.244
C 10.699 6.252 0.216
C 11.414 5.204 0.797
N 8.540 7.317 -0.386
O 7.302 7.270 -0.323
O 9.180 8.218 -0.946
H 11.297 3.323 1.844
H 8.818 3.296 1.904
H 7.527 5.142 0.890
H 11.242 7.070 -0.252
H 12.502 5.211 0.778
C 9.143 7.524 -3.741
C 8.197 6.504 -3.629
C 7.755 5.831 -4.770
C 8.273 6.186 -6.023
C 9.217 7.215 -6.139
C 9.649 7.883 -4.992
N 7.832 5.465 -7.222
O 6.981 4.573 -7.080
O 8.337 5.785 -8.308
H 9.489 8.043 -2.849
H 7.806 6.232 -2.651
H 7.018 5.038 -4.665
H 9.624 7.504 -7.106
H 10.384 8.681 -5.072
C -1.574 -8.335 -4.965
C -2.284 -8.260 -6.164
C -3.223 -7.245 -6.359
C -3.441 -6.304 -5.343
C -2.735 -6.381 -4.135
C -1.800 -7.402 -3.951
N -4.408 -5.220 -5.552
O -5.027 -5.197 -6.626
O -4.548 -4.388 -4.644
H -0.839 -9.124 -4.819
H -2.103 -8.991 -6.949
H -3.769 -7.201 -7.299
H -2.897 -5.661 -3.337
H -1.245 -7.469 -3.018
C -9.493 -2.885 5.929
C -8.452 -3.810 5.832
C -7.317 -3.671 6.633
C -7.237 -2.601 7.535
C -8.277 -1.667 7.628
C -9.406 -1.814 6.820
N -6.057 -2.464 8.398
O -5.150 -3.299 8.272
O -6.039 -1.524 9.205
H -10.379 -3.001 5.306
H -8.526 -4.641 5.134
H -6.514 -4.400 6.546
H -8.226 -0.829 8.320
H -10.221 -1.097 6.887

Atomic forces in eV per Å
N -1.36 0.04 0.67
C 0.20 1.81 0.02
C 1.43 0.97 -1.36
O -2.01 -0.35 -2.02
C 0.11 -0.74 0.03
I 0.19 0.44 -0.94
C -1.08 -0.94 0.21
C 4.91 -1.23 -5.53
O -5.05 2.14 7.33
Cl 2.36 0.33 0.83
C -0.44 0.34 1.67
N -1.03 -0.74 2.31
C -1.36 0.56 -0.67
F -0.01 2.28 -2.69
F 0.99 -3.77 -0.90
C -2.93 -1.54 -1.13
C -2.34 -2.93 1.74
C 1.22 -1.96 3.94
C 3.31 1.00 2.01
C 2.68 2.48 -1.40
C -1.24 1.16 0.15
F 3.42 -2.63 -1.47
F 1.82 3.10 3.43
F -2.34 1.45 -4.25
C -1.91 1.30 -3.54
C -1.46 1.51 -0.60
F -3.55 -0.29 2.87
F 0.70 -2.80 -4.17
F 4.19 -0.92 2.66
H -0.07 1.40 -0.38
H -1.14 -1.09 -0.27
H 0.00 -2.06 1.53
H 1.85 1.01 0.73
H -2.07 -1.72 -0.10
H 2.07 -0.23 1.05
H 0.38 2.00 -1.76
H -2.50 0.04 -0.35
H 0.75 0.03 -2.52
H -0.36 0.96 0.69
H -1.37 -1.84 1.26
H 1.07 -1.08 2.25
H 2.36 0.98 0.76
H -0.39 1.42 -2.18
C 0.15 -0.06 0.06
C 0.05 -0.40 0.04
C 0.01 -0.05 -0.01
C -0.84 0.43 -0.33
C 0.02 0.05 0.00
C 0.28 0.24 0.09
N 1.01 -0.56 0.38
O -1.22 -1.14 -0.45
O -0.03 1.79 -0.01
H 0.19 -0.10 0.09
H 0.08 -0.24 0.04
H -0.07 -0.34 -0.04
H 0.17 0.33 0.04
H 0.25 0.14 0.09
C -0.09 0.11 -0.06
C 0.20 0.30 -0.18
C -0.02 0.07 -0.06
C 0.52 -0.78 0.41
C -0.01 -0.02 -0.02
C -0.41 0.03 -0.02
N -0.79 0.77 -0.23
O 1.84 0.17 -0.17
O -0.96 -1.06 1.21
H -0.12 0.18 -0.09
H 0.04 0.23 -0.12
H 0.24 0.15 -0.09
H -0.32 -0.13 0.07
H -0.24 0.05 -0.03
C 0.14 0.06 -0.23
C 0.18 0.07 -0.39
C 0.05 0.02 -0.03
C 0.29 0.46 0.81
C -0.01 -0.02 0.01
C -0.35 -0.40 -0.05
N -0.42 -0.66 -1.08
O 1.24 1.29 -0.25
O -0.76 -0.48 1.53
H -0.14 -0.19 -0.52
H -0.01 0.02 -0.29
H 0.20 0.17 -0.25
H -0.24 -0.25 0.15
H -0.16 -0.17 -0.04
C -0.12 0.12 -0.02
C -0.08 0.28 0.28
C 0.02 0.04 0.05
C 0.69 -0.74 0.13
C -0.01 -0.01 -0.08
C -0.19 0.00 -0.31
N -0.91 0.96 -0.27
O 0.89 0.00 1.62
O 0.16 -1.15 -1.29
H -0.16 0.16 -0.03
H -0.09 0.19 0.14
H 0.04 0.18 0.32
H -0.08 -0.09 -0.32
H -0.14 0.12 -0.17
C 0.09 0.04 0.08
C 0.03 0.25 0.26
C -0.04 0.09 0.05
C -0.81 -0.11 -0.58
C 0.03 -0.05 -0.01
C 0.33 -0.29 -0.03
N 1.11 0.15 0.82
O -1.30 1.23 0.19
O 0.00 -1.38 -1.18
H 0.20 0.02 0.10
H 0.05 0.23 0.23
H -0.10 0.29 0.19
H 0.19 -0.30 -0.11
H 0.21 -0.12 0.02

Calculated values
- LUMO (eV) = -1.103
- F_max (eV/Å) = 9.15
- frontier orbital gap (eV) = 8.58
- SMILES string = NC[C@H](O[C@H](I)CC(=O)Cl)[C@H](NC(F)(F)c1cccc(C(F)(F)F)c1)C(F)(F)F.O=[N+]([O-])c1ccccc1.O=[N+]([O-])c1ccccc1.O=[N+]([O-])c1ccccc1.O=[N+]([O-])c1ccccc1.O=[N+]([O-])c1ccccc1

Results of the Mulliken charge analysis, in e, for atoms 1 through 4: N -0.5188; C -0.4488; C 0.0635; O -0.3555

=====

No. 2
Formula: C45H39F12GeN3O2S2Sn
Source: OMol25
Level of theory: ωB97M-V with the def2-TZVPD basis set

CARTESIAN COORDINATES (ANGSTROEM)
Sn 0.035 -0.375 0.058
C 4.716 -1.631 4.824
C 3.394 -1.335 4.176
C 2.504 -2.350 3.847
C 1.286 -2.051 3.284
C 0.889 -0.736 2.990
N -0.340 -0.502 2.394
C -1.483 -0.984 2.962
C -1.446 -1.454 4.296
C -2.564 -1.820 5.004
C -3.823 -1.693 4.441
C -5.076 -2.022 5.202
C -3.887 -1.212 3.143
C -2.773 -0.911 2.367
C -3.060 -0.357 0.970
O -2.065 -0.328 0.051
C -3.549 1.103 1.168
F -3.501 1.827 0.043
F -4.825 1.185 1.613
F -2.797 1.758 2.059
C -4.167 -1.127 0.174
F -4.676 -0.343 -0.787
F -3.630 -2.194 -0.440
F -5.248 -1.628 0.815
C 1.831 0.289 3.262
C 3.046 -0.034 3.853
C 1.552 1.729 2.815
O 0.996 1.589 1.548
C 0.566 2.422 3.791
F 1.051 2.398 5.051
F -0.622 1.842 3.836
F 0.358 3.715 3.487
C 2.821 2.612 2.745
F 3.810 2.040 2.058
F 2.577 3.786 2.147
F 3.323 2.923 3.956
H 4.777 -2.678 5.115
H 5.535 -1.416 4.137
H 4.857 -1.018 5.714
H 2.777 -3.381 4.032
H 0.595 -2.846 3.033
H -0.493 -1.478 4.800
H -2.455 -2.182 6.019
H -4.832 -2.459 6.169
H -5.670 -1.124 5.373
H -5.690 -2.730 4.645
H -4.873 -1.055 2.740
H 3.762 0.739 4.082
C 4.200 1.814 -1.908
C 3.011 1.596 -1.010
S 2.871 -0.014 -0.414
C 2.229 2.659 -0.704
C 2.529 4.043 -1.224
S 0.739 2.615 0.216
H 4.809 0.915 -1.929
H 4.808 2.651 -1.562
H 3.857 2.031 -2.922
H 3.468 4.427 -0.817
H 1.729 4.720 -0.937
H 2.604 4.041 -2.312
C 2.563 -3.589 -0.156
C 1.140 -3.840 0.166
N 0.186 -2.942 0.241
C -0.955 -3.593 0.613
C -0.692 -4.917 0.759
N 0.644 -5.063 0.470
H 2.677 -2.552 -0.459
H 2.905 -4.241 -0.959
H 3.188 -3.755 0.722
H -1.876 -3.066 0.745
H -1.315 -5.744 1.031
H 1.155 -5.929 0.474
C 0.577 -2.169 -3.345
Ge -0.232 -0.383 -2.840
C -2.075 -0.422 -3.632
C -3.025 0.538 -3.308
C -4.328 0.437 -3.761
C -4.713 -0.644 -4.536
C -3.780 -1.615 -4.860
C -2.476 -1.503 -4.407
C 0.869 0.925 -3.932
C 1.924 0.466 -4.683
C 2.685 1.321 -5.494
C 2.372 2.650 -5.580
C 1.317 3.178 -4.807
C 0.969 4.546 -4.872
C -0.019 5.056 -4.078
C -0.671 4.228 -3.149
C -0.366 2.897 -3.079
C 0.596 2.318 -3.934
H 0.597 -2.331 -4.421
H 0.001 -2.965 -2.877
H 1.594 -2.218 -2.961
H -2.763 1.363 -2.663
H -5.052 1.191 -3.486
H -5.738 -0.743 -4.868
H -4.071 -2.468 -5.459
H -1.761 -2.274 -4.658
H 2.177 -0.584 -4.665
H 3.510 0.918 -6.068
H 2.931 3.313 -6.226
H 1.504 5.181 -5.569
H -0.287 6.102 -4.147
H -1.414 4.652 -2.488
H -0.841 2.266 -2.338

Atomic forces in eV per Å
Sn -0.46 -0.13 0.09
C -0.01 0.05 -0.08
C 0.00 -0.02 -0.02
C 0.10 0.10 0.08
C -0.02 0.09 -0.22
C 0.40 -0.11 0.30
N 0.04 0.10 -1.39
C -0.10 -0.03 0.44
C 0.10 -0.01 -0.01
C -0.13 0.01 -0.09
C -0.02 0.00 0.03
C 0.06 0.06 -0.10
C 0.00 -0.20 0.33
C -0.10 -0.20 -0.05
C -0.16 0.23 0.08
O 0.87 0.03 -0.02
C -0.26 0.60 -0.07
F 0.04 0.04 -0.17
F -0.12 -0.19 0.07
F 0.23 -0.07 0.10
C -0.63 -0.45 -0.41
F 0.08 0.12 -0.09
F 0.17 -0.12 0.06
F 0.02 0.17 0.24
C -0.09 -0.08 -0.11
C -0.03 -0.19 0.13
C 0.05 0.20 0.37
O -0.18 0.19 -0.58
C -0.28 0.16 0.54
F 0.09 -0.07 -0.05
F -0.04 -0.14 -0.20
F 0.05 0.04 -0.19
C 0.68 0.37 -0.13
F -0.12 -0.20 -0.08
F -0.16 0.01 -0.05
F -0.08 -0.09 0.16
H 0.05 -0.04 0.03
H 0.11 -0.02 0.02
H 0.06 0.00 0.05
H -0.01 -0.09 0.07
H -0.07 -0.03 0.01
H 0.02 -0.04 0.04
H 0.01 0.01 0.10
H -0.05 -0.04 0.07
H -0.10 0.01 0.06
H -0.10 -0.05 0.05
H 0.01 0.00 -0.04
H 0.05 0.06 0.02
C 0.03 0.05 0.03
C -0.12 -0.06 0.18
S -0.03 -0.43 0.03
C -0.18 0.06 -0.05
C 0.02 -0.07 0.06
S 0.11 -0.20 0.19
H 0.05 0.02 -0.05
H 0.06 0.10 -0.03
H 0.01 0.07 -0.08
H 0.06 0.09 0.02
H 0.01 0.18 -0.07
H -0.02 0.06 -0.08
C 0.03 0.02 0.03
C 0.20 -0.03 -0.03
N 0.24 0.43 -0.15
C -0.24 -0.38 0.11
C -0.24 0.09 0.05
N 0.05 0.00 0.00
H 0.10 0.02 -0.09
H 0.04 0.01 -0.06
H 0.04 0.01 0.03
H -0.23 0.07 0.03
H -0.10 -0.12 0.04
H 0.04 0.13 -0.01
C -0.25 0.53 0.24
Ge 0.29 -0.39 -0.40
C 0.61 0.02 0.42
C 0.01 0.09 0.03
C -0.10 0.07 -0.03
C -0.05 -0.04 -0.04
C -0.12 -0.10 -0.10
C 0.12 -0.06 -0.08
C -0.17 -0.52 0.53
C -0.26 -0.22 0.19
C 0.12 0.34 -0.24
C 0.11 -0.23 -0.05
C -0.11 -0.09 0.13
C -0.08 0.16 0.03
C 0.18 0.11 -0.17
C -0.07 -0.19 0.14
C -0.17 0.16 0.06
C 0.18 0.15 -0.19
H -0.02 0.01 -0.13
H -0.10 -0.06 0.04
H 0.12 0.04 0.05
H 0.00 0.08 0.08
H -0.06 0.05 0.04
H -0.06 0.02 -0.04
H -0.02 -0.04 -0.02
H 0.04 -0.10 -0.04
H 0.02 -0.10 0.00
H 0.02 0.00 -0.01
H 0.05 0.04 -0.05
H 0.01 0.04 0.00
H 0.01 0.05 0.02
H -0.06 -0.01 0.09
H -0.09 0.00 0.00

Calculated values
- LUMO (spin up / spin down) (eV) = 2.135 / 1.900
- energy above the lowest of the compared OMol25 structures with the same formula, charge and spin (eV) = 2.825
- F_max (eV/Å) = 1.39
- frontier orbital gap (spin up / spin down) (eV) = 5.21 / 6.25
- net charge = -1
- 2S+1 = 2

Results of the Mulliken charge analysis, in e, for atoms 1 through 4: Sn 2.3847; C -1.6449; C 0.7738; C -1.5184